Record 1
C5H13NO2S | ωB97M-V with the def2-TZVPD basis set

The geometry in XYZ format:
```
22
Properties=species:S:1:pos:R:3:lowdin_charge:R:1
C -0.9586 -1.0854 0.5438 -0.09
C -2.1187 1.5375 -0.4574 -0.05
C 3.4625 -1.2731 -0.8330 -0.16
C -0.9139 0.2262 1.3314 -0.24
C -0.8415 1.4073 0.3692 -0.63
N 2.9116 -0.6172 0.3197 -0.39
O 2.7262 1.8805 -0.3533 -0.29
O 0.2536 1.3060 -0.3948 -0.29
S 2.3076 0.6757 0.6258 1.12
H -1.9218 -0.9914 0.0986 0.05
H -1.0891 -1.9838 1.2395 0.10
H -0.1090 -1.2812 -0.0409 0.04
H -1.9017 1.0832 -1.4513 0.09
H -3.0709 1.0809 -0.0076 0.10
H -2.1412 2.6017 -0.4608 0.06
H 2.6474 -1.7831 -1.4347 0.10
H 4.1132 -2.0649 -0.2656 0.11
H 4.1987 -0.7121 -1.4708 0.09
H -0.0547 0.2104 1.9014 0.04
H -1.8164 0.5022 1.9513 0.13
H -0.7388 2.2670 1.0468 0.13
H 1.8363 2.1895 -0.4769 0.00
```

## Properties
Energy = -801.57367 hartree
Kohn-Sham gap (spin up / spin down) = 7.65 / 7.64 eV
Net charge = 0
E_HOMO (spin up / spin down) = -8.45 / -8.45 eV
E_LUMO (spin up / spin down) = -0.80 / -0.81 eV
Multiplicity = 1
Largest force on an atom = 0.079 Eh/bohr

Record 2
C17H18N2O5S | ωB97M-V with the def2-TZVPD basis set

The geometry in XYZ format:
```
43
Properties=species:S:1:pos:R:3:lowdin_charge:R:1
C -3.0826 2.1911 2.8185 -0.06
O -3.6683 1.0158 2.2891 -0.05
C -2.9950 0.1002 1.5807 -0.24
C -3.7676 -1.0451 1.3004 0.02
C -3.2639 -2.1177 0.6140 0.01
C -1.9354 -2.1031 0.1738 -0.14
C -1.3778 -3.2356 -0.5346 -0.22
C -0.1305 -3.4801 -1.0558 0.04
C -0.2382 -4.7746 -1.6207 -0.35
C 0.8120 -5.5518 -2.3230 -0.03
N -1.4468 -5.2429 -1.4437 0.10
O -2.1590 -4.3066 -0.7767 0.01
C -1.1704 -0.9718 0.4304 -0.01
C -1.6789 0.1238 1.1065 -0.16
S -0.5458 1.5183 1.2606 0.68
O -0.0944 1.6326 2.6179 -0.28
O -1.1518 2.6691 0.6432 -0.29
N 0.7837 1.0292 0.3632 -0.14
C 0.8326 1.4751 -1.0133 -0.22
C 1.3331 2.9212 -1.1669 -0.10
C 2.7530 3.0575 -0.7382 -0.29
C 3.8931 3.3006 -1.4453 -0.02
C 4.9565 3.2936 -0.5074 -0.06
C 4.3864 3.0420 0.6991 -0.11
O 3.0544 2.8960 0.5719 0.02
H -2.8366 2.9047 2.0312 0.08
H -3.8465 2.6096 3.4729 0.10
H -2.1812 1.9697 3.3911 0.08
H -4.7843 -1.0435 1.6604 0.13
H -3.8787 -2.9817 0.4163 0.12
H 0.7317 -2.8482 -1.0418 0.11
H 1.6620 -5.7142 -1.6624 0.08
H 0.4080 -6.5105 -2.6336 0.08
H 1.1604 -5.0054 -3.1979 0.08
H -0.1463 -0.9264 0.1029 0.10
H 1.6180 1.2626 0.8847 0.10
H 1.4815 0.7919 -1.5720 0.13
H -0.1843 1.4007 -1.4023 0.12
H 0.6893 3.5589 -0.5575 0.11
H 1.2493 3.2238 -2.2104 0.13
H 3.9680 3.4701 -2.4997 0.11
H 5.9951 3.4548 -0.7099 0.10
H 4.7962 2.9465 1.6846 0.12
```

## Properties
SMILES = COc1ccc(-c2cc(C)no2)cc1S(=O)(=O)NCCc1ccco1
Energy = -1542.41579 hartree
Kohn-Sham gap = 8.78 eV
Net charge = 0
E_HOMO = -8.34 eV
E_LUMO = 0.44 eV
Multiplicity = 1
Largest force on an atom = 0.027 Eh/bohr

Record 3
C33H52AsBaNP2 | ωB97M-V with the def2-TZVPD basis set

The geometry in XYZ format:
```
90
Properties=species:S:1:pos:R:3:lowdin_charge:R:1
Ba 0.6659 0.4061 -0.3543 1.55
N -2.1915 0.5241 -0.0723 -0.06
C -2.7281 1.7944 0.3658 -0.34
C -3.4476 1.8548 1.5499 -0.03
C -3.9644 3.0642 1.9898 -0.05
C -3.7794 4.2160 1.2400 -0.05
C -3.0524 4.1562 0.0614 -0.06
C -2.5011 2.9558 -0.3833 -0.34
P -1.4420 2.8517 -1.8687 1.08
C 0.2030 3.2409 -1.1223 -0.51
C 0.3956 3.4300 0.2493 -0.16
C 1.6641 3.2905 0.8181 -0.11
C 2.7572 2.9701 0.0216 -0.10
C 2.5913 2.8548 -1.3616 -0.11
C 1.3293 2.9919 -1.9265 -0.18
C -1.8386 4.3102 -2.8609 -0.40
C -1.2548 5.5575 -2.6440 -0.10
C -1.6276 6.6405 -3.4256 -0.06
C -2.5853 6.4840 -4.4183 -0.05
C -3.1662 5.2427 -4.6403 -0.06
C -2.7873 4.1539 -3.8714 -0.10
H -2.4930 0.3417 -1.0277 0.07
H -2.5905 -0.2141 0.5001 0.08
H -3.6275 0.9499 2.1199 0.12
H -4.5326 3.0992 2.9096 0.12
H -4.2028 5.1550 1.5690 0.12
H -2.9106 5.0535 -0.5276 0.11
H -0.4549 3.6451 0.8865 0.11
H 1.7909 3.4248 1.8853 0.12
H 3.7377 2.8460 0.4625 0.12
H 3.4468 2.6512 -1.9936 0.12
H 1.2023 2.8635 -2.9977 0.12
H -0.5108 5.6898 -1.8672 0.11
H -1.1718 7.6071 -3.2584 0.11
H -2.8754 7.3309 -5.0254 0.12
H -3.9070 5.1206 -5.4187 0.12
H -3.2305 3.1828 -4.0585 0.10
C 3.8033 -0.7976 5.0880 -0.15
C 3.5989 -0.5515 3.5983 -0.45
As 1.7387 -0.5820 2.9922 1.11
C 1.0945 -2.3054 3.6596 -0.43
C -0.4241 -2.4172 3.5867 -0.17
C 0.8706 0.6709 4.2293 -0.43
C -0.4003 1.2675 3.6314 -0.19
H 4.8605 -0.7144 5.3402 0.08
H 3.4786 -1.7940 5.3852 0.07
H 3.2641 -0.0699 5.6953 0.07
H 4.1368 -1.2877 2.9974 0.06
H 3.9867 0.4287 3.3111 0.06
H 1.4381 -2.4286 4.6865 0.07
H 1.5775 -3.0801 3.0600 0.06
H -0.9106 -1.6849 4.2323 0.06
H -0.7553 -3.4032 3.9137 0.09
H -0.7943 -2.2664 2.5683 0.04
H 1.5958 1.4539 4.4592 0.07
H 0.6562 0.1527 5.1648 0.08
H -0.1873 1.8157 2.7066 0.03
H -0.8749 1.9711 4.3163 0.09
H -1.1363 0.4959 3.3949 0.05
C 3.0331 -3.0309 -0.2746 -0.13
C 2.2775 -3.1466 -1.6035 -0.56
C 2.6435 -4.4368 -2.3375 -0.09
P 0.4905 -2.7572 -1.2850 0.93
C -0.4795 -3.0306 -2.8372 -0.56
C -0.7680 -4.4633 -3.2853 -0.09
C 0.1652 -2.2083 -3.9581 -0.12
C -0.1325 -3.9154 0.0158 -0.55
C -1.6437 -3.7072 0.1515 -0.12
C 0.2166 -5.4000 -0.0893 -0.08
H 4.1093 -3.0404 -0.4503 0.09
H 2.8027 -3.8663 0.3881 0.08
H 2.7917 -2.1101 0.2715 0.02
H 2.6048 -2.3124 -2.2390 0.09
H 2.2726 -5.3236 -1.8266 0.07
H 3.7302 -4.5201 -2.3979 0.09
H 2.2621 -4.4477 -3.3560 0.07
H -1.4435 -2.5622 -2.6041 0.10
H 0.1399 -5.0362 -3.4607 0.07
H -1.3283 -4.4387 -4.2217 0.09
H -1.3757 -5.0028 -2.5605 0.06
H 1.1329 -2.6154 -4.2534 0.08
H 0.3137 -1.1604 -3.6727 0.06
H -0.4736 -2.2129 -4.8414 0.09
H 0.3381 -3.5297 0.9288 0.07
H -2.1823 -4.0977 -0.7131 0.08
H -1.9034 -2.6488 0.2561 0.05
H -2.0176 -4.2296 1.0329 0.09
H -0.1308 -5.8456 -1.0199 0.07
H -0.2611 -5.9386 0.7315 0.09
H 1.2881 -5.5750 -0.0103 0.06
```

## Properties
Energy = -4286.96398 hartree
Kohn-Sham gap = 7.95 eV
Net charge = +2
E_HOMO = -13.55 eV
E_LUMO = -5.60 eV
Multiplicity = 1
Largest force on an atom = 0.010 Eh/bohr

Record 4
C5H9NS2 | ωB97M-V with the def2-TZVPD basis set

The geometry in XYZ format:
```
17
Properties=species:S:1:pos:R:3:lowdin_charge:R:1
C 1.7894 -1.3383 -0.4090 -0.07
C 0.5707 -1.1672 0.5086 -0.15
C -0.0702 -0.0523 0.7548 -0.59
C 0.6217 1.2189 0.5068 -0.36
N 0.1083 2.0250 -0.5675 0.01
S -1.7338 0.1505 1.3913 0.91
C -2.6812 -0.2871 -0.0517 -1.04
S -4.2892 -0.2168 -0.2280 0.60
H 1.4690 -1.9786 -1.2260 0.07
H 2.1432 -0.3985 -0.8941 0.08
H 2.5473 -1.9051 0.1517 0.08
H 0.1249 -2.0773 0.8418 0.10
H 0.5199 1.8607 1.3996 0.12
H 1.7486 1.0539 0.4399 0.13
H -0.8292 2.2958 -0.3527 0.05
H 0.0261 1.5095 -1.4311 0.07
H -2.0656 -0.6929 -0.8344 0.00
```

## Properties
SMILES = C/C=C(\CN)SC=S
Energy = -1046.98704 hartree
Kohn-Sham gap = 8.59 eV
Net charge = 0
E_HOMO = -8.85 eV
E_LUMO = -0.26 eV
Multiplicity = 1
Largest force on an atom = 0.045 Eh/bohr

Record 5
C5H13N3 | ωB97M-V with the def2-TZVPD basis set

The geometry in XYZ format:
```
21
Properties=species:S:1:pos:R:3:lowdin_charge:R:1
C 1.8966 -1.6011 0.0865 -0.24
N 0.4993 -1.3560 0.1585 -0.02
C -0.0041 -0.2436 -0.3395 -0.44
N 0.8089 0.8476 -0.7491 -0.01
C 1.8033 1.4732 0.1408 -0.12
N -1.3451 0.0084 -0.4229 -0.23
C -2.1236 -1.1717 -0.2226 -0.12
C -1.9858 1.0382 0.3888 -0.09
H 2.0833 -2.7537 0.5184 0.10
H 2.3923 -1.5305 -1.1501 0.14
H 2.6357 -0.8756 0.7848 0.08
H 0.2640 1.5299 -1.3240 0.13
H 2.3036 2.3167 -0.3178 0.06
H 1.3094 1.8882 1.0396 0.09
H 2.7548 0.8571 0.2440 0.07
H -2.3891 -1.3831 0.8241 0.09
H -2.9790 -0.8849 -0.8493 0.09
H -1.4535 -1.9930 -0.6788 0.11
H -1.8966 0.6724 1.5221 0.13
H -3.0991 1.1305 0.1877 0.10
H -1.4753 2.0310 0.1587 0.09
```

## Properties
SMILES = C/N=C(\NC)N(C)C
Energy = -362.46102 hartree
Kohn-Sham gap = 9.36 eV
Net charge = 0
E_HOMO = -8.51 eV
E_LUMO = 0.85 eV
Multiplicity = 1
Largest force on an atom = 0.078 Eh/bohr

Record 6
C4H9PS | ωB97M-V with the def2-TZVPD basis set

The geometry in XYZ format:
```
15
Properties=species:S:1:pos:R:3:lowdin_charge:R:1
C -0.3341 0.3652 -1.0296 -0.31
C -1.0156 0.7531 0.3242 -0.27
C 1.1304 0.2375 -0.9183 -0.40
C -0.3985 -0.0247 1.4664 -0.38
P 1.3430 -0.3864 0.8275 0.40
S 2.8901 0.1955 1.8871 0.12
H -0.8778 -0.5350 -1.3362 0.10
H -0.4382 1.1472 -1.8619 0.13
H -0.7909 1.8838 0.4999 0.14
H -2.0864 0.5381 0.1825 0.11
H 1.6351 -0.5837 -1.5005 0.09
H 1.7240 1.0923 -1.1950 0.08
H -0.2607 0.5393 2.3677 0.05
H -0.9630 -0.9191 1.7951 0.06
H -0.0033 -3.0975 0.6799 0.07
```

## Properties
Energy = -897.21667 hartree
Kohn-Sham gap (spin up / spin down) = 7.76 / 7.01 eV
Net charge = 0
E_HOMO (spin up / spin down) = -8.88 / -7.74 eV
E_LUMO (spin up / spin down) = -1.13 / -0.73 eV
Multiplicity = 1
Largest force on an atom = 0.062 Eh/bohr

Q: Which of these has the highest largest force on an atom?
A: C5H13NO2S

Q: Number 5 is which compound?
A: C5H13N3

Q: largest force on an atom of number 4 (C5H9NS2)?
A: 0.045 Eh/bohr

Q: Look up the net charge of the first one.
A: 0